Entry from the Open Molecules 2025 dataset: a structure of composition C9H17BiClINO2P at a distorted geometry (wB97M-V/def2-TZVPD).

Positions of all 33 atoms, in Å:
1 C -6.65059 -1.05601 -3.90219
2 C -5.35563 -0.31724 -3.66036
3 H -7.16136 -0.58170 -4.75354
4 H -7.29857 -0.99484 -3.01756
5 H -6.45383 -2.10887 -4.14625
6 O -4.90942 0.62407 -4.27684
7 I -4.11723 -1.02281 -1.98522
8 Bi -0.52120 -0.32851 -0.50367
9 P -1.17879 1.31839 1.45479
10 C -0.59504 3.01662 1.70711
11 C -2.94132 1.55738 1.04688
12 H -1.63370 -0.37580 3.14454
13 H -1.87537 1.29251 3.76379
14 H -0.22320 0.63326 3.56648
15 C -1.23609 0.64647 3.14268
16 H -3.45199 0.59357 0.92144
17 H -3.40183 2.12079 1.87188
18 H -1.24210 3.51868 2.44398
19 H -0.61830 3.59220 0.77437
20 H -3.05097 2.12316 0.11176
21 H 0.43198 3.01069 2.09210
22 C 1.22677 1.87783 -0.58646
23 O 2.27523 2.32388 -0.67972
24 Cl -1.66903 -2.11271 0.80663
25 C 5.21954 -1.99388 0.58791
26 C 4.47063 -1.12120 -0.44537
27 C 3.06283 -0.94943 -0.21074
28 N 1.92395 -0.74295 -0.07713
29 H 5.19467 -1.53361 1.58126
30 H 6.27513 -2.11505 0.31602
31 H 4.78634 -2.99724 0.65925
32 H 4.91641 -0.11738 -0.44380
33 H 4.60202 -1.56396 -1.44374

Results
LUMO level	-0.31841	Eh
gap between HOMO and LUMO	6.25	eV
net charge	+2
electronic energy	-1871.64079	hartree
largest force on an atom	3.92	eV/A

---

Entry from the Open Molecules 2025 dataset: a structure of composition C9H17Br12FO2P (wB97M-V/def2-TZVPD).

Positions of all 42 atoms, in Å:
1 C -1.10830 1.58387 2.82561
2 C -0.37452 2.39265 1.73435
3 C -0.22603 1.70739 0.36274
4 F -0.32499 0.29051 0.49796
5 C 1.05881 2.02906 -0.39926
6 C 2.34939 2.22525 0.37469
7 O 3.30362 2.52240 -0.62294
8 P 2.55740 3.37050 -2.02060
9 O 0.94401 3.14459 -1.21506
10 H -0.55101 1.62294 3.76883
11 H -1.19913 0.52697 2.56696
12 H -2.11248 1.97192 3.03011
13 H -0.94195 3.31238 1.54717
14 H 0.59873 2.71603 2.11376
15 H -1.05125 2.02748 -0.28869
16 H 1.24345 1.12969 -1.01732
17 H 2.31772 3.09915 1.05092
18 H 2.69120 1.33561 0.91595
19 H 3.86572 3.46697 -2.62599
20 H 2.76517 4.61242 -1.30731
21 H 1.90018 4.06347 -3.10345
22 H 2.34390 2.08379 -2.65752
23 C -2.54376 -2.33585 1.11995
24 Br -2.13910 -3.47629 2.61513
25 Br -2.70907 -3.34424 -0.50954
26 Br -4.11155 -1.27284 1.44141
27 H -1.71023 -1.65638 0.98801
28 C 5.64489 -1.42265 1.55103
29 Br 4.86694 -3.02803 0.81865
30 Br 7.55866 -1.40038 1.28462
31 Br 4.79620 0.15173 0.86749
32 H 5.48383 -1.45770 2.61967
33 C -5.38629 -6.14045 -0.59220
34 Br -4.95390 -7.24308 0.92150
35 Br -5.58840 -7.18504 -2.19515
36 Br -6.93496 -5.05528 -0.25652
37 H -4.55128 -5.47115 -0.74603
38 C -1.55183 -0.20016 -2.97438
39 Br -2.32116 -1.73442 -3.86430
40 Br 0.29559 0.03950 -3.38802
41 Br -2.57724 1.38965 -3.32202
42 H -1.61698 -0.39198 -1.91023

Results
LUMO level	0.05023	Eh
gap between HOMO and LUMO	5.80	eV
net charge	-1
electronic energy	-31832.93000	hartree
largest force on an atom	0.99	eV/A

---

Entry from the Open Molecules 2025 dataset: a structure of composition C9H17Br12FO2P at a distorted geometry (wB97M-V/def2-TZVPD).

Positions of all 42 atoms, in Å:
1 C 2.53691 1.10411 1.94285
2 C 1.01037 0.88040 2.49382
3 C -0.00432 0.11691 1.45908
4 F 0.36062 0.21433 0.02732
5 C -1.58489 0.62692 1.56499
6 C -1.88655 2.23307 1.74358
7 O -3.38041 2.29403 1.62769
8 P -4.00953 0.71843 2.15159
9 O -2.47369 -0.08779 2.52060
10 H 2.83111 2.23297 2.19620
11 H 2.67612 0.99133 0.78701
12 H 3.34502 0.41556 2.45663
13 H 1.10425 0.17136 3.44963
14 H 0.62970 1.91027 2.90135
15 H -0.03186 -1.03091 1.78512
16 H -1.93717 0.44652 0.43869
17 H -1.72599 2.68824 2.83561
18 H -1.45239 2.98067 0.92059
19 H -5.29369 1.30409 1.81771
20 H -4.20883 1.28373 3.46194
21 H -4.57019 -0.51746 2.70806
22 H -4.06076 0.14110 0.82426
23 C 3.11945 -1.65655 -1.02699
24 Br 4.58034 -0.49361 -1.57255
25 Br 2.33307 -2.59013 -2.54166
26 Br 3.65998 -2.88628 0.38013
27 H 2.33870 -1.01368 -0.60726
28 C -1.78995 5.45098 -1.77791
29 Br -1.43122 4.39342 -3.37074
30 Br -3.11948 6.83166 -2.10997
31 Br -2.27055 4.33324 -0.25999
32 H -0.85725 5.96156 -1.51638
33 C 4.61945 -4.90308 -4.69470
34 Br 6.08034 -3.74014 -5.24025
35 Br 3.83307 -5.83666 -6.20936
36 Br 5.15998 -6.13281 -3.28758
37 H 3.83870 -4.26021 -4.27497
38 C -1.48995 -2.85831 -0.77175
39 Br -1.13122 -3.91587 -2.36457
40 Br -2.81948 -1.47763 -1.10381
41 Br -1.97055 -3.97605 0.74617
42 H -0.55725 -2.34773 -0.51021

Results
LUMO level	0.04375	Eh
gap between HOMO and LUMO	5.23	eV
net charge	-1
electronic energy	-31832.79738	hartree
largest force on an atom	4.60	eV/A

---

Entry from the Open Molecules 2025 dataset: a cluster of 2 separate species, C9H17Cl2NO2 in total at a distorted geometry (wB97M-V/def2-TZVPD).

Positions of all 31 atoms, in Å:
1 O 2.90967 3.36405 1.67457
2 C 2.63214 2.06490 1.53902
3 N 3.57704 0.84882 1.62888
4 C 3.09442 -0.20560 0.61171
5 C 1.69966 0.41775 -0.06886
6 C 1.20436 1.28062 1.23424
7 C -0.18989 2.14053 1.18082
8 C -1.44646 1.15925 0.69071
9 C -1.76386 -0.06611 1.73840
10 O -1.76320 -1.39708 1.08335
11 H 3.31144 0.51992 2.60540
12 H 2.64738 -1.17620 1.13307
13 H 3.95308 -0.52394 -0.13882
14 H 2.16243 1.14046 -0.87712
15 H 0.96954 -0.32247 -0.60552
16 H 1.02107 0.45479 2.04367
17 H -0.11224 3.10257 0.49083
18 H -0.52667 2.54347 2.25291
19 H -2.44007 1.81292 0.63824
20 H -1.22058 0.71439 -0.37612
21 H -1.00697 -0.10393 2.64024
22 H -2.83572 0.07812 2.21961
23 H -1.19084 -1.38085 0.24973
24 Cl -2.36760 -0.42472 -4.17396
25 C -2.16079 -2.11332 -3.64454
26 C -1.64553 -2.20872 -2.21761
27 Cl 0.03918 -1.64812 -2.07202
28 H -1.48713 -2.60961 -4.35026
29 H -3.14247 -2.59047 -3.71845
30 H -1.66229 -3.25049 -1.88459
31 H -2.25909 -1.62093 -1.52752

Results
LUMO level	0.01682	Eh
gap between HOMO and LUMO	9.97	eV
net charge	0
electronic energy	-1478.57909	hartree
SMILES string	O=C1NCC[C@@H]1CCCO.ClCCCl
largest force on an atom	8.88	eV/A

---

Entry from the Open Molecules 2025 dataset: a structure of composition C9H17Cl2NO2Ti at a distorted geometry (wB97M-V/def2-TZVPD).

Positions of all 32 atoms, in Å:
1 Ti 1.98523 -0.86630 -0.01599
2 Cl 0.93684 -2.05979 -1.57234
3 Cl 3.50373 0.53988 -0.82191
4 C 3.08736 -2.13302 0.78465
5 H 4.12842 -1.94591 1.07597
6 H 2.66630 -3.12256 1.02047
7 C -1.06892 1.11009 -0.82706
8 C 0.10546 1.27141 -1.34405
9 H -1.25538 1.30988 0.23128
10 C 0.36081 1.18016 -2.82547
11 H 0.95669 1.64829 -0.75593
12 C -0.69171 0.36411 -3.61515
13 H 0.36465 2.19646 -3.25344
14 H 1.36792 0.78500 -3.01506
15 C -1.81473 -0.24072 -2.77335
16 H -1.13868 1.03327 -4.36269
17 H -0.19139 -0.43173 -4.17964
18 C -2.25756 0.68423 -1.63175
19 H -2.66512 -0.48945 -3.41947
20 H -1.44161 -1.17288 -2.33418
21 H -2.76172 1.56519 -2.05789
22 H -2.99721 0.17637 -1.00050
23 N -0.60711 0.03824 4.64255
24 C 0.35232 -0.60702 3.70516
25 C 0.05652 0.05531 2.37946
26 O 0.84205 -0.21304 1.38555
27 O -0.91598 0.82180 2.33325
28 H -0.10938 0.70763 5.23563
29 H -1.04085 -0.63846 5.27295
30 H -1.29899 0.54130 4.03817
31 H 1.37751 -0.42633 4.02976
32 H 0.16452 -1.68141 3.67104

Results
LUMO level (spin up / spin down)	0.06712 / 0.06282	Eh
<S²>	0.7730
gap between HOMO and LUMO (spin up / spin down)	2.31 / 4.02	eV
net charge	-1
electronic energy	-2328.23888	hartree
multiplicity	2
largest force on an atom	3.52	eV/A

---

Entry from the Open Molecules 2025 dataset: an isolated molecule of C9H17Cl3O3S at a distorted geometry (wB97M-V/def2-TZVPD).

Positions of all 33 atoms, in Å:
1 C 0.08767 2.45395 3.50204
2 C 0.69609 2.09786 2.35802
3 C -0.20063 2.17802 1.07512
4 O 0.37839 1.25865 0.11401
5 S -0.66316 0.80944 -1.09901
6 O -1.92924 1.62305 -0.96292
7 O -1.15406 -0.76227 -0.88146
8 C -1.18734 -1.19343 0.50683
9 C -0.04268 -2.21486 0.77929
10 C 1.39657 -1.59779 0.89152
11 C 2.04848 -1.53181 -0.52671
12 C 3.39130 -0.73676 -0.57579
13 H 0.65251 2.68401 4.42105
14 H -1.02307 2.46302 3.52259
15 H 1.73910 1.73230 2.33195
16 H -1.21365 1.87161 1.42291
17 H -0.16835 3.22478 0.71458
18 H -1.24567 -0.36745 1.24692
19 H -2.14423 -1.76355 0.62090
20 H -0.24943 -2.71902 1.75639
21 H -0.01934 -2.99075 -0.01929
22 H 1.44544 -0.64692 1.46297
23 H 2.00877 -2.33343 1.47525
24 H 1.37447 -1.11212 -1.30382
25 H 2.27059 -2.58159 -0.84865
26 H 4.13118 -1.04007 0.19468
27 H 3.14873 0.34654 -0.45288
28 H 3.87930 -0.81494 -1.57873
29 C -3.41600 0.33604 -4.13203
30 Cl -3.81723 -1.35685 -3.80763
31 Cl -4.88316 1.28313 -4.41073
32 Cl -2.47838 1.02810 -2.76220
33 H -2.81295 0.37309 -5.03517

Results
LUMO level	0.02732	Eh
gap between HOMO and LUMO	10.33	eV
net charge	0
electronic energy	-2357.43394	hartree
largest force on an atom	6.40	eV/A

---

Entry from the Open Molecules 2025 dataset: a cluster of 2 separate species, C9H17ClO7S2 in total at a distorted geometry (wB97M-V/def2-TZVPD).

Positions of all 36 atoms, in Å:
1 C 0.09077 0.98230 -0.61783
2 C 0.00397 -0.22036 0.27818
3 Cl -1.58890 -0.09892 1.13176
4 C 0.03102 -1.57693 -0.42501
5 C 0.97840 -1.70777 -1.62474
6 C 1.28111 -3.19235 -1.82815
7 C 0.04925 -3.98443 -2.14935
8 O -0.52048 -3.63738 -3.42153
9 S -0.98635 -2.12955 -3.54411
10 O -2.13499 -1.86395 -2.75897
11 O -1.11283 -1.84348 -4.91481
12 C 0.42344 -1.22148 -2.95919
13 H -0.05228 1.89117 -0.04920
14 H -0.70779 0.93277 -1.33794
15 H 1.03962 1.03886 -1.12484
16 H 0.74258 -0.15100 1.05747
17 H 0.36751 -2.29734 0.30638
18 H -0.98301 -1.84041 -0.66918
19 H 1.91588 -1.22758 -1.39835
20 H 1.73696 -3.61381 -0.95069
21 H 1.96050 -3.26241 -2.66512
22 H 0.33490 -5.01714 -2.23349
23 H -0.67854 -3.92382 -1.35215
24 H 0.20944 -0.17276 -3.00823
25 H 1.16741 -1.42344 -3.71451
26 O 0.89200 3.02588 1.51561
27 S 0.61823 2.68708 2.86381
28 O 1.20613 1.55478 3.47483
29 O -0.96596 2.63791 3.06278
30 C -1.36843 3.54977 4.09280
31 C -0.33498 4.65390 4.04270
32 O 0.89728 3.96844 3.78450
33 H -1.34849 3.02357 5.04876
34 H -2.37402 3.90813 3.89442
35 H -0.26297 5.20691 4.97408
36 H -0.52636 5.34483 3.21929

Results
LUMO level	0.01896	Eh
gap between HOMO and LUMO	10.94	eV
net charge	0
electronic energy	-2136.34590	hartree
SMILES string	C[C@@H](Cl)C[C@H]1CCOS(=O)(=O)C1.O=S1(=O)OCCO1
largest force on an atom	1.78	eV/A

---

Entry from the Open Molecules 2025 dataset: a structure of composition C9H17CrNS4 (wB97M-V/def2-TZVPD).

Positions of all 32 atoms, in Å:
1 Cr -0.00205 -0.58742 -1.23738
2 C -2.44490 -0.78675 1.04226
3 C -3.14434 -0.07771 -0.10212
4 S -1.96875 0.71248 -1.24465
5 C -1.46932 2.27188 -0.43137
6 C -0.20986 2.77187 -1.11455
7 S 1.03450 1.44573 -1.27290
8 C 2.15184 1.57547 0.16128
9 C 2.93798 0.28235 0.21140
10 S 1.87231 -1.18908 0.09372
11 C 1.15055 -1.34099 1.76462
12 C -0.01623 -2.30617 1.66510
13 S -1.11564 -1.79963 0.30497
14 H -3.12667 -1.46400 1.55968
15 H -2.00442 -0.10212 1.76714
16 H -3.83328 0.68700 0.26109
17 H -3.71916 -0.76564 -0.72438
18 H -1.31940 2.09642 0.63359
19 H -2.28326 2.98602 -0.56630
20 H 0.24534 3.59844 -0.56687
21 H -0.39882 3.11014 -2.13396
22 H 1.56070 1.75729 1.05832
23 H 2.81079 2.42830 -0.00960
24 H 3.52079 0.19715 1.13044
25 H 3.63315 0.19355 -0.62493
26 H 0.84190 -0.36006 2.12671
27 H 1.92848 -1.73638 2.42023
28 H -0.60462 -2.33394 2.58340
29 H 0.29873 -3.32455 1.43556
30 N 1.24157 -2.67361 -3.42419
31 C 0.81778 -1.95647 -2.64320
32 H 1.61431 -3.30955 -4.12311

Results
LUMO level (spin up / spin down)	-0.48085 / -0.45725	Eh
<S²>	0.7796
gap between HOMO and LUMO (spin up / spin down)	7.66 / 8.26	eV
net charge	+3
electronic energy	-3043.99821	hartree
multiplicity	2
largest force on an atom	0.09	eV/A